The following is a quantum chemistry calculation of a molecular structure, C21H36F3N2O5PSiV, from the OMol25 dataset.

Atoms and positions in Å:
V (0.17801, 0.40237, 0.08848)
C (-1.71484, -1.70593, 3.93066)
N (-0.31070, -1.27597, 3.89460)
C (0.50659, -1.60431, 5.06794)
C (0.16997, -0.65099, 2.84951)
O (-0.51879, -0.39813, 1.82807)
C (1.62651, -0.21578, 2.79936)
O (1.74499, 0.78874, 1.78893)
C (1.73224, 2.13567, 2.26730)
C (0.70081, 2.93375, 1.49125)
O (0.01163, 2.34444, 0.62190)
N (0.56098, 4.21067, 1.75911)
C (-0.44433, 5.01909, 1.05728)
C (1.36003, 4.88211, 2.78946)
H (-1.76541, -2.78873, 3.82319)
H (-2.14044, -1.42045, 4.89063)
H (-2.26698, -1.23224, 3.12733)
H (0.07408, -2.48001, 5.54417)
H (1.52593, -1.85581, 4.78516)
H (0.50569, -0.78405, 5.78587)
H (2.00285, 0.14693, 3.75380)
H (2.24154, -1.06401, 2.48996)
H (1.49360, 2.17004, 3.33279)
H (2.72810, 2.56347, 2.13551)
H (-1.06607, 4.37855, 0.44280)
H (-1.05946, 5.53107, 1.79471)
H (0.05673, 5.75757, 0.43291)
H (2.42461, 4.70604, 2.64468)
H (1.18710, 5.95073, 2.70741)
H (1.06256, 4.56499, 3.78932)
C (2.70785, 2.46636, -1.40681)
P (2.30427, 0.68969, -1.34933)
C (3.83730, -0.05111, -0.71867)
C (2.14898, 0.22270, -3.08390)
C (1.12678, 0.81143, -3.83140)
C (1.02373, 0.55628, -5.18850)
C (1.92838, -0.29877, -5.80561)
C (2.93590, -0.89851, -5.06421)
C (3.05143, -0.63734, -3.70555)
H (1.85546, 3.03326, -1.77950)
H (3.55998, 2.63505, -2.06569)
H (2.96195, 2.82454, -0.40727)
H (4.68474, 0.23242, -1.34373)
H (3.77535, -1.13695, -0.67666)
H (4.00736, 0.32494, 0.29020)
H (0.40948, 1.47188, -3.35783)
H (0.23774, 1.02493, -5.76529)
H (1.84968, -0.49251, -6.86696)
H (3.64576, -1.55847, -5.54484)
H (3.85955, -1.09428, -3.14901)
F (-3.25056, -0.17204, 0.12951)
C (-2.56534, -1.17466, -0.40896)
F (-2.45716, -2.15965, 0.48910)
F (-3.23305, -1.64191, -1.46515)
C (-1.19161, -0.68579, -0.85359)
O (-1.05839, 0.48430, -1.37450)
O (-0.16896, -1.55168, -0.97325)
C (-1.06790, -4.31051, -1.29149)
Si (-0.00473, -2.98132, -2.01218)
C (-0.56722, -2.42404, -3.68797)
C (1.79880, -3.38200, -1.81707)
H (-0.85946, -5.22805, -1.85101)
H (-2.13565, -4.11341, -1.37889)
H (-0.82911, -4.50673, -0.24515)
H (0.25174, -2.44807, -4.40863)
H (-0.94978, -1.40208, -3.67177)
H (-1.36462, -3.07221, -4.05469)
H (2.28810, -3.48316, -2.78632)
H (1.92194, -4.31988, -1.27356)
H (2.32646, -2.60530, -1.26168)

Cartesian forces (eV/Å) of the 3 atoms listed first:
0.5 0.3 0.3
0.0 0.0 0.0
0.0 0.0 0.0

Computed properties:
⟨S²⟩: 0.8688
Kohn-Sham gap (alpha / beta), eV: 8.28 / 8.68
E, Ha: -3181.6041
Charge: +2
Largest force on an atom, eV/A: 0.658
2S+1: 2
HOMO (alpha / beta), Eh: -0.5237 / -0.5171
Energy relative to the best compared isomer or geometry (same formula, charge and spin), kJ/mol: 20.49


The following is a quantum chemistry calculation of a molecular structure, C45H35BrN3O2P2RuS3, from the OMol25 dataset.

Atoms and positions in Å:
Ru (0.47531, 1.23266, 0.20316)
C (1.01151, -2.14604, 1.58131)
P (2.43621, -1.85052, 0.41042)
C (2.03287, -0.37200, -0.59002)
C (0.70499, -0.25053, -1.17404)
C (0.48238, 0.67235, -2.25924)
C (1.46854, 1.47290, -2.69562)
C (2.77315, 1.58603, -1.99512)
C (2.95853, 0.55573, -0.92179)
C (3.76414, -1.16579, 1.45980)
C (5.03516, -1.72099, 1.33555)
C (6.09579, -1.23263, 2.08943)
C (5.88911, -0.18855, 2.97809)
C (4.62245, 0.36880, 3.11362)
C (3.56764, -0.11509, 2.35716)
C (-0.32535, -1.44845, 1.60945)
C (-1.41415, -1.92571, 2.31849)
C (-2.49740, -1.06045, 2.07165)
C (-2.02255, -0.10655, 1.19954)
C (-2.71117, 0.95377, 0.40673)
P (-1.50592, 2.30910, 0.17804)
C (-1.84045, 3.57109, 1.44299)
C (-3.16035, 3.81815, 1.82457)
C (-3.44555, 4.77342, 2.78595)
C (-2.41695, 5.49780, 3.37360)
C (-1.10592, 5.27435, 2.98265)
C (-0.81915, 4.32058, 2.01719)
C (-1.90777, 3.09795, -1.41916)
C (-3.11006, 2.81499, -2.06774)
C (-3.42805, 3.43995, -3.26650)
C (-2.55275, 4.35637, -3.82758)
C (-1.35939, 4.65345, -3.18148)
C (-1.03871, 4.03112, -1.98556)
N (-0.69702, -0.33384, 0.91068)
H (1.46247, -2.10904, 2.57785)
H (0.80110, -3.20143, 1.39585)
H (0.03951, -1.09565, -1.09046)
H (-0.47493, 0.64277, -2.76447)
H (1.33018, 2.06840, -3.59180)
H (3.60732, 1.51370, -2.69704)
H (3.93585, 0.54653, -0.45234)
H (5.19494, -2.53807, 0.64165)
H (7.07982, -1.67075, 1.98261)
H (6.71302, 0.19180, 3.56843)
H (4.45411, 1.18166, 3.80950)
H (2.58471, 0.32857, 2.46055)
H (-1.41181, -2.79558, 2.95756)
H (-3.50285, -1.13863, 2.45432)
H (-3.65891, 1.27009, 0.83781)
H (-2.91946, 0.57462, -0.59926)
H (-3.97977, 3.26797, 1.37882)
H (-4.47224, 4.94377, 3.08300)
H (-2.63838, 6.23220, 4.13725)
H (-0.29435, 5.82764, 3.43845)
H (0.21065, 4.14884, 1.74329)
H (-3.81302, 2.10947, -1.64545)
H (-4.36468, 3.20996, -3.75788)
H (-2.80392, 4.84564, -4.76008)
H (-0.67683, 5.38070, -3.60491)
H (-0.10659, 4.27259, -1.48779)
Br (-1.27144, 2.18339, 5.97998)
C (0.36457, 2.94470, 5.40754)
C (0.88596, 3.96410, 6.19512)
C (2.03954, 4.62275, 5.80650)
C (2.66674, 4.27821, 4.61645)
C (2.13439, 3.27117, 3.83126)
C (0.98612, 2.57674, 4.21715)
C (0.46762, 1.45889, 3.33369)
O (-0.09068, 0.48029, 3.76295)
O (0.75243, 1.73931, 2.08258)
H (0.37472, 4.23758, 7.10808)
H (2.44013, 5.41097, 6.43155)
H (3.56251, 4.79553, 4.29766)
H (2.60362, 3.00612, 2.89247)
S (6.52981, 2.71080, -3.97676)
C (5.40170, 3.16583, -2.80966)
S (6.01429, 2.58125, -1.34938)
C (2.79103, 3.01020, -1.41357)
N (3.37247, 4.03378, -1.91046)
N (4.24042, 3.79130, -2.99303)
C (3.88787, 4.50706, -4.17832)
C (4.83957, 5.20862, -4.90538)
C (4.45377, 5.89580, -6.04589)
C (3.12596, 5.90741, -6.44774)
C (2.17462, 5.23785, -5.69256)
C (2.55130, 4.53999, -4.55608)
S (1.78334, 3.24723, -0.03341)
H (5.86909, 5.22307, -4.57740)
H (5.19828, 6.43794, -6.61355)
H (2.83139, 6.45029, -7.33619)
H (1.13236, 5.25963, -5.98546)
H (1.80593, 4.05120, -3.94404)

Cartesian forces (eV/Å) of the 3 atoms listed first:
0.3 0.7 -1.4
0.1 0.1 0.1
-0.1 -0.1 -0.1

Computed properties:
⟨S²⟩: 0.7561
Kohn-Sham gap, eV: 5.19
E, Ha: -6596.6685
Largest force on an atom, eV/A: 1.579
2S+1: 2
HOMO, Eh: -0.2575
Energy relative to the best compared isomer or geometry (same formula, charge and spin), kJ/mol: 366.97